# C37H40Cl2N8O2PdS2Si

C37H40Cl2N8O2PdS2Si as an isolated structure in a non-equilibrium geometry (the ωB97M-V functional and the def2-TZVPD basis, the Open Molecules 2025 dataset).

* Kohn-Sham gap (spin up / spin down): 7.0 / 6.8 eV
* ΔE to the lowest compared entry with this formula, charge and spin: 1.7686 eV
* E_HOMO (spin up / spin down): -7.482 / -7.468 eV

```
! wB97M-V def2-TZVPD RIJCOSX def2/J DEFGRID3
* xyz 0 1
Pd 0.09393 -0.29937 0.49410
C 0.03435 -2.81444 5.58283
Si -0.21797 -4.22751 4.40325
C -1.86938 -5.01390 4.73815
C 1.14174 -5.47512 4.65838
C -0.14938 -3.77399 2.57285
C -0.41197 -4.79452 1.66165
C -0.36644 -4.59443 0.28266
C -0.06767 -3.33276 -0.17756
N 0.19235 -2.34372 0.67601
C 0.15787 -2.52945 2.00336
S 0.51413 -1.01590 2.77899
H 0.00907 -3.19689 6.60801
H -0.74299 -2.05484 5.47271
H 0.99658 -2.32396 5.41868
H -1.91733 -5.34573 5.77948
H -2.04834 -5.88645 4.10470
H -2.68377 -4.30443 4.57216
H 1.11996 -5.88992 5.67025
H 2.11721 -5.00582 4.50565
H 1.05778 -6.30641 3.95329
H -0.66993 -5.78217 2.03378
H -0.55440 -5.39832 -0.41520
H -0.00758 -3.08179 -1.22888
C 2.55223 2.82163 5.87464
C 1.11195 2.48807 6.25825
C 0.86956 0.97978 6.24905
C 0.08269 3.21666 5.39246
N -0.02304 2.71021 4.02134
C -1.06760 2.16781 3.40625
N -0.76205 1.88165 2.16586
N 0.53693 2.28966 2.03922
N 0.97939 2.78827 3.13409
H 3.24089 2.34265 6.57299
H 2.73209 3.89891 5.91207
H 2.78629 2.47568 4.86837
H 0.93556 2.86226 7.27172
H 0.89411 0.57460 5.23455
H -0.09658 0.72237 6.69241
H 1.64414 0.46822 6.82305
H 0.31180 4.27998 5.33179
H -0.90965 3.09916 5.82665
H -2.01544 1.97842 3.88356
Cl 1.77557 -1.36976 -5.87280
C 1.10087 -2.95586 -6.02770
C 1.77458 -3.88023 -6.81066
C 1.33983 -5.19260 -6.86630
C 0.25638 -5.58927 -6.09838
C -0.41741 -4.65047 -5.34066
Cl -1.77232 -5.17183 -4.37700
C -0.06003 -3.29530 -5.32102
N -0.79062 -2.38153 -4.57376
C -1.39201 -1.20268 -5.03604
C -1.30316 -0.79860 -6.36535
C -1.85939 0.40354 -6.77662
C -2.50421 1.22289 -5.86482
C -2.66783 0.77078 -4.56207
C -2.16279 -0.44930 -4.13603
C -2.54849 -0.96423 -2.77070
C -1.49107 -0.75351 -1.69569
O -0.28663 -0.87941 -1.98280
O -1.90534 -0.47413 -0.52553
H 2.65553 -3.56373 -7.35162
H 1.85942 -5.91173 -7.48501
H -0.07866 -6.61742 -6.09180
H -1.19977 -2.75836 -3.73698
H -0.81402 -1.43675 -7.08864
H -1.79299 0.68991 -7.81872
H -2.90572 2.18108 -6.16838
H -3.22242 1.37406 -3.85082
H -2.76081 -2.03956 -2.79667
H -3.46903 -0.48544 -2.44420
S 0.88330 5.41028 -3.29188
C 0.71198 3.90539 -2.35115
C 1.79488 3.05701 -2.18151
C 1.63014 1.92120 -1.40580
N 0.48162 1.61312 -0.81598
C -0.57089 2.41220 -1.00886
C -0.50237 3.56300 -1.77242
C 0.97125 6.54216 -1.91510
C -0.15177 7.24336 -1.50319
C -0.03942 8.08525 -0.40549
N 1.09061 8.26467 0.27647
C 2.16710 7.60024 -0.14603
C 2.16204 6.73661 -1.23070
H 2.75028 3.27974 -2.63674
H 2.45263 1.23548 -1.24614
H -1.49317 2.10686 -0.53220
H -1.37572 4.18800 -1.90541
H -1.09303 7.13454 -2.02561
H -0.90311 8.63837 -0.05285
H 3.08071 7.76535 0.41438
H 3.06443 6.22244 -1.53466
*
```

Atomic charges from the Mulliken analysis, expressed in e, are listed below: number 1, Pd, carries -0.060; number 2, C, carries -1.057; number 3, Si, carries 0.102; number 4, C, carries -1.041; number 5, C, carries -1.089; number 6, C, carries 0.513; number 7, C, carries -0.255; number 8, C, carries -1.264; number 9, C, carries -0.428; number 10, N, carries -0.240; number 11, C, carries 0.821; number 12, S, carries -0.259; number 13, H, carries 0.471; number 14, H, carries 0.301; number 15, H, carries 0.268; number 16, H, carries 0.328; number 17, H, carries 0.320; number 18, H, carries 0.326; number 19, H, carries 0.334; number 20, H, carries 0.332; number 21, H, carries 0.350; number 22, H, carries 0.310; number 23, H, carries 0.418; number 24, H, carries 0.734; number 25, C, carries -1.484; number 26, C, carries 0.692; number 27, C, carries -1.081; number 28, C, carries -1.045; number 29, N, carries 0.575; number 30, C, carries -0.182; number 31, N, carries -0.202; number 32, N, carries 0.364; number 33, N, carries -0.864; number 34, H, carries 0.411; number 35, H, carries 0.402; number 36, H, carries 0.280; number 37, H, carries 0.294; number 38, H, carries -0.017; number 39, H, carries 0.376; number 40, H, carries 0.490; number 41, H, carries 0.405; number 42, H, carries 0.339; number 43, H, carries 0.316; number 44, Cl, carries -0.158; number 45, C, carries 0.676; number 46, C, carries -0.612; number 47, C, carries -0.477; number 48, C, carries -0.571; number 49, C, carries 0.511; number 50, Cl, carries -0.222; number 51, C, carries -0.652; number 52, N, carries 0.366; number 53, C, carries 0.258; number 54, C, carries -0.319; number 55, C, carries -0.758; number 56, C, carries -0.936; number 57, C, carries -0.469; number 58, C, carries 0.717; number 59, C, carries -1.928; number 60, C, carries 1.837; number 61, O, carries -0.658; number 62, O, carries -0.845; number 63, H, carries 0.429; number 64, H, carries 0.368; number 65, H, carries 0.411; number 66, H, carries -0.009; number 67, H, carries 0.529; number 68, H, carries 0.398; number 69, H, carries 0.404; number 70, H, carries 0.399; number 71, H, carries 0.390; number 72, H, carries 0.499; number 73, S, carries -0.142; number 74, C, carries 0.252; number 75, C, carries -0.632; number 76, C, carries -0.822; number 77, N, carries 0.618; number 78, C, carries -0.290; number 79, C, carries -0.929; number 80, C, carries 0.294; number 81, C, carries -0.126; number 82, C, carries -0.367; number 83, N, carries -0.586; number 84, C, carries -0.394; number 85, C, carries -0.211; number 86, H, carries 0.493; number 87, H, carries 0.469; number 88, H, carries 0.552; number 89, H, carries 0.453; number 90, H, carries 0.406; number 91, H, carries 0.358; number 92, H, carries 0.362; number 93, H, carries 0.359